(1)
Entry from OMol25: a structure of composition C18H48CrF12O18P2S6 at a distorted geometry (ωB97M-V/def2-TZVPD).

The total charge is +1. The spin multiplicity is 4. As for the LUMO energy (alpha / beta): -0.1925 / -0.1343 hartree. The total energy is -7383.86115 Ha.

Each line ends with the Löwdin spin population.
CARTESIAN COORDINATES (ANGSTROEM)
Cr: 14.508848 9.989777 23.003689  2.841
P: 13.391635 13.184130 21.322577  0.003
F: 11.865432 12.810266 21.677211  0.001
F: 13.497087 14.157851 22.584326  0.002
F: 13.854090 11.912132 22.368424  0.040
F: 14.940347 13.467978 20.994933  0.001
F: 13.365979 12.086086 20.132743  0.000
F: 12.924383 14.349458 20.358393  0.000
P: 13.254845 7.941256 25.754129  0.000
F: 14.428522 7.050707 25.094567  0.001
F: 14.381102 8.761700 26.555043  0.001
F: 13.472459 9.083510 24.450696  0.012
F: 12.129929 8.916665 26.304160  -0.001
F: 12.204229 7.211725 24.802308  -0.001
F: 13.066274 6.914095 26.917434  0.000
O: 16.111507 9.116613 23.941296  0.010
S: 17.384495 8.647614 24.429169  0.003
O: 18.526824 8.792618 23.603674  0.002
O: 17.579851 9.361603 25.810114  0.001
C: 18.941510 9.361591 26.345646  0.000
C: 18.879900 9.693625 27.818081  0.000
C: 17.167124 6.979341 24.950269  -0.001
H: 19.612205 10.004345 25.779792  0.000
H: 19.370772 8.360536 26.194957  0.000
H: 19.815870 9.400816 28.296166  0.000
H: 18.064309 9.214321 28.354549  0.000
H: 18.798132 10.773869 27.957777  0.000
H: 16.582217 6.516164 24.160315  0.000
H: 16.611887 6.987489 25.881269  0.000
H: 18.147443 6.516679 25.003717  0.000
O: 12.634915 9.732212 22.094653  0.015
S: 11.742913 9.348376 21.038280  0.004
O: 12.216601 9.326251 19.709081  0.001
O: 11.277145 7.906231 21.488998  0.000
C: 10.402590 7.147177 20.629744  0.000
C: 10.929756 6.789166 19.250724  0.000
C: 10.276437 10.272301 21.257126  0.001
H: 9.370275 7.494643 20.593963  0.000
H: 10.376516 6.175984 21.130785  0.000
H: 12.016277 6.695077 19.239570  0.000
H: 10.784577 7.586674 18.510395  0.000
H: 10.400505 5.946021 18.813577  0.000
H: 10.091375 10.278160 22.328733  0.000
H: 9.453289 9.809144 20.716479  0.000
H: 10.394063 11.283815 20.875625  0.000
O: 16.488341 11.423230 22.644207  0.021
S: 17.690408 12.178926 22.854398  0.002
O: 18.263635 12.125046 24.161146  0.000
O: 18.716210 11.752338 21.753927  0.001
C: 20.148228 11.759073 22.111992  0.000
C: 20.830895 11.235253 20.883571  0.000
C: 17.430068 13.876429 22.458940  0.001
H: 20.262978 11.017158 22.895572  0.000
H: 20.418015 12.786516 22.331561  0.000
H: 20.433013 10.292979 20.511204  0.000
H: 21.904965 11.086521 21.018461  0.000
H: 20.764644 11.961436 20.067483  0.000
H: 18.349977 14.391307 22.717218  0.000
H: 16.538220 14.204679 22.983084  0.000
H: 17.243615 13.953384 21.389531  0.000
O: 17.072077 8.872215 19.896725  0.001
S: 16.020563 9.824114 19.875258  0.004
O: 15.157650 9.920526 21.033921  0.018
O: 16.578931 11.268198 19.691121  0.001
C: 17.679356 11.429921 18.756627  0.000
C: 18.252405 12.817008 18.888059  0.000
C: 15.050066 9.643222 18.410010  0.000
H: 17.324225 11.285752 17.733720  0.000
H: 18.443544 10.698267 19.014183  0.000
H: 17.624819 13.601968 18.460910  0.000
H: 19.249707 12.855445 18.462374  0.000
H: 18.244984 13.104689 19.943909  0.000
H: 14.465028 8.740550 18.538254  0.000
H: 15.762291 9.537197 17.598957  0.000
H: 14.445342 10.544933 18.381940  0.000
O: 14.381680 7.891754 22.481851  -0.005
S: 14.646442 6.770635 21.622788  0.000
O: 14.467233 6.881736 20.223384  0.001
O: 16.144650 6.415013 21.903907  0.000
C: 16.737230 5.321613 21.122088  0.000
C: 18.203784 5.358629 21.398235  0.000
C: 13.740514 5.426755 22.289790  -0.001
H: 16.493538 5.511585 20.079494  0.000
H: 16.280614 4.386063 21.449701  0.000
H: 18.685841 4.520921 20.882303  0.000
H: 18.437669 5.132113 22.437991  0.000
H: 18.640798 6.273814 21.009388  0.000
H: 14.074424 5.268824 23.310910  0.000
H: 13.923118 4.549214 21.673367  0.000
H: 12.694837 5.717242 22.225445  0.000
O: 14.582085 11.221600 24.714787  0.015
S: 14.726875 12.388920 25.517165  0.003
O: 15.613576 13.419100 25.137395  0.002
O: 13.289667 12.967539 25.610510  0.001
C: 13.034865 14.180205 26.331372  0.000
C: 13.470400 15.443784 25.605067  0.000
C: 15.044302 11.857619 27.158763  -0.001
H: 13.458881 14.171585 27.339070  0.000
H: 11.960485 14.222322 26.490339  0.000
H: 13.423357 15.311724 24.527009  0.000
H: 14.463707 15.786063 25.894967  0.000
H: 12.824158 16.273108 25.901065  0.000
H: 14.930356 12.721000 27.803864  0.000
H: 16.017717 11.380804 27.233770  0.000
H: 14.296656 11.095825 27.383602  0.000

Force components x, y, z for each atom (eV/Å):
Cr 0.18 -1.95 0.21
P -0.02 0.19 -0.59
F 0.07 0.03 0.21
F -0.17 -0.07 0.14
F 0.14 0.37 0.04
F 0.01 -0.25 0.12
F -0.06 0.00 0.03
F -0.03 0.02 -0.06
P -0.14 -0.18 0.33
F 0.03 -0.02 -0.20
F 0.11 0.16 -0.07
F 0.01 0.52 -0.44
F 0.03 0.16 -0.13
F -0.12 0.01 -0.16
F -0.11 -0.40 0.46
O -0.44 0.33 -0.14
S -0.10 -0.23 0.87
O 0.36 0.08 -0.41
O 0.23 0.62 -0.31
C 0.52 -1.04 0.27
C 0.22 0.64 0.02
C -0.02 0.05 -0.59
H -0.48 0.46 -0.08
H -0.32 0.01 0.15
H -0.01 -0.07 -0.09
H -0.06 -0.18 -0.21
H -0.14 -0.05 0.01
H 0.05 -0.13 0.11
H 0.05 -0.07 0.02
H 0.07 0.02 0.20
O 0.35 0.51 0.70
S -0.75 -0.19 0.36
O 0.17 0.11 -0.67
O 0.10 0.37 -0.26
C -0.04 -2.10 -0.39
C 0.28 1.59 -1.09
C -0.33 0.28 -0.13
H 0.18 0.55 0.23
H -0.22 0.29 0.42
H -0.08 -0.62 0.25
H -0.19 0.07 0.29
H 0.15 -0.35 0.43
H -0.08 0.06 -0.01
H 0.09 -0.21 0.01
H 0.33 -0.01 0.09
O 0.36 0.15 -0.35
S -0.83 0.87 0.71
O 0.57 -0.37 0.19
O 0.23 -0.38 0.23
C -0.56 -0.99 -0.77
C 0.73 0.47 -1.06
C -0.14 -0.41 -0.59
H 0.10 0.52 0.53
H 0.25 -0.11 0.43
H -0.24 -0.05 0.32
H -0.09 0.03 0.38
H -0.13 -0.07 0.05
H -0.09 0.20 0.22
H 0.15 0.13 0.26
H -0.09 0.00 0.10
O 0.37 -0.55 0.21
S -0.09 0.67 -0.51
O -0.24 -0.02 -0.07
O 0.07 0.20 0.06
C 0.51 0.18 -0.27
C -0.87 0.78 0.76
C 0.09 -0.06 0.92
H -0.08 -0.27 0.11
H -0.11 -0.11 -0.11
H 0.00 -0.29 -0.51
H 0.06 0.07 0.01
H 0.63 -0.34 -0.27
H -0.19 -0.04 -0.08
H -0.04 0.11 -0.14
H -0.21 -0.07 -0.28
O -0.01 0.34 -0.03
S 0.56 -0.25 0.66
O -0.49 0.13 -0.86
O -0.12 -0.14 0.24
C -0.20 0.14 0.04
C 0.52 -0.85 -0.36
C 0.06 -0.04 -0.29
H 0.09 -0.06 -0.05
H -0.01 0.02 -0.01
H -0.17 0.13 -0.28
H -0.10 0.59 0.15
H 0.10 0.14 0.38
H -0.19 0.11 0.12
H 0.00 0.00 -0.04
H -0.05 -0.01 0.21
O 0.02 -1.11 -1.07
S -0.29 1.16 1.19
O 0.87 0.39 -0.33
O -0.44 -0.64 -0.04
C -0.25 1.44 0.48
C 0.18 0.36 0.17
C -0.38 -0.56 -0.05
H 0.18 -0.39 -0.11
H -0.07 -0.44 -0.29
H -0.05 0.06 0.04
H 0.16 -0.36 -0.19
H -0.24 -0.18 -0.12
H 0.22 0.01 0.13
H 0.17 0.27 -0.17
H -0.06 0.10 0.04

(2)
Entry from OMol25: a structure of composition C4H16F3O8Y2 at a distorted geometry (ωB97M-V/def2-TZVPD).

The total charge is +3. Its energy relative to the best compared isomer or geometry (same formula, charge and spin) is 582.4 kcal/mol. As for the LUMO energy: -0.4868 hartree. The total energy is -1138.39806 Ha.

Each line ends with the natural charge from an NBO analysis.
CARTESIAN COORDINATES (ANGSTROEM)
Y: -12.135130 -6.561030 -0.179810  2.126
Y: -17.258080 -10.022520 1.500490  1.461
O: -13.951580 -8.100270 3.023550  -1.017
H: -13.922470 -7.396060 3.700140  0.437
O: -15.314430 -8.730350 -1.774010  -0.982
H: -15.977220 -8.494770 -2.452050  0.441
C: -17.414910 -9.729120 7.917970  0.189
O: -16.736760 -8.478570 7.829480  -0.362
O: -17.231220 -10.318300 6.619330  -0.226
C: -17.020440 -10.753290 9.128270  1.006
F: -17.646740 -10.540900 10.249710  -0.267
F: -17.574690 -11.945240 8.876550  -0.272
F: -15.711410 -10.819280 9.439390  -0.261
C: -16.710700 -7.636160 8.881220  -0.110
C: -16.598990 -6.153830 8.333770  -0.610
H: -16.553890 -5.394290 9.114260  0.250
H: -15.701140 -6.085550 7.719530  0.212
H: -17.419720 -5.951190 7.645700  0.214
H: -15.858210 -7.738860 9.552650  0.232
H: -17.616580 -7.674040 9.486250  0.198
H: -18.453040 -9.454310 8.104730  0.327
O: -9.430740 -6.079630 3.273570  -0.975
H: -9.133580 -6.141980 4.181330  0.501
H: -8.783460 -5.517980 2.847190  0.474
O: -10.272130 -10.594700 0.599500  -0.974
H: -9.393060 -10.966820 0.528900  0.495
H: -10.824480 -11.331670 0.860280  0.484
O: -12.093310 -9.554770 6.550350  -0.924
H: -12.901980 -9.719680 7.035200  0.463
H: -12.374120 -9.461010 5.640080  0.460
O: -13.602730 -3.521310 2.243420  -0.975
H: -13.546060 -2.584720 2.054120  0.496
H: -14.422360 -3.619030 2.728080  0.489

Force components x, y, z for each atom (eV/Å):
Y -1.47 -1.15 1.31
Y 0.56 0.31 -0.15
O 0.21 0.56 -1.19
H 0.02 -0.25 -0.40
O 0.28 0.24 1.01
H 0.48 0.23 0.21
C 3.27 0.85 -5.63
O -0.35 -3.41 -0.76
O -1.22 0.94 4.88
C -0.17 -3.02 2.08
F -0.37 3.11 1.23
F 1.35 -0.21 -2.43
F -1.18 0.41 -1.64
C -0.49 4.22 1.95
C 0.12 -1.16 -0.48
H -0.09 -0.32 0.09
H 0.19 0.04 0.18
H -0.24 0.04 0.26
H 0.30 -0.66 -0.02
H -0.10 -0.37 0.15
H -1.05 -0.46 0.06
O -0.45 -0.04 -0.70
H 0.02 -0.12 0.36
H 0.33 0.18 0.07
O -0.33 0.59 -0.13
H 0.35 -0.09 -0.04
H -0.12 -0.23 0.09
O 0.13 0.11 0.01
H -0.13 -0.10 0.23
H -0.02 0.00 -0.29
O 0.32 -0.62 -0.49
H 0.08 0.40 -0.03
H -0.25 -0.04 0.21

Question: Look up the total charge of the first one.
Answer: +1

Question: The highest total charge belongs to which entry?
Answer: C4H16F3O8Y2